{
  "formula": "C7H36O13",
  "method": "wB97M-V/def2-TZVPD",
  "elements": ["C", "C", "C", "C", "C", "C", "C", "H", "H", "H", "H", "H", "H", "H", "H", "H", "H", "H", "H", "O", "H", "H", "O", "H", "H", "O", "H", "H", "O", "H", "H", "O", "H", "H", "O", "H", "H", "O", "H", "H", "O", "H", "H", "O", "H", "H", "O", "H", "H", "O", "H", "H", "O", "H", "H", "O"],
  "positions_angstrom": [[2.5622, -0.9034, 0.8437], [2.1569, 0.4708, 1.1367], [3.0103, 1.4238, 1.5726], [0.1041, 0.6887, -0.2810], [0.8573, 1.0251, 0.7989], [-1.2310, 2.4785, -1.2886], [-1.2065, 1.4418, -0.4957], [1.9593, -1.5763, 1.5364], [2.1821, -1.2865, -0.1373], [3.5576, -1.0929, 1.1143], [2.8697, 2.4782, 1.6256], [4.1103, 1.1522, 1.7263], [0.3044, -0.1647, -1.0122], [0.4563, 1.8054, 1.4950], [-2.0400, 3.2146, -1.4331], [-0.4455, 2.7664, -1.9586], [-2.1183, 1.0010, 0.0305], [1.6147, 4.1800, -0.8258], [1.8600, 2.5680, -1.2972], [1.3387, 3.3521, -1.2347], [-1.7083, -2.1897, 1.4318], [-0.2541, -2.5613, 1.8145], [-1.0127, -1.8837, 2.0041], [3.9624, 0.8993, -1.1160], [3.5105, 2.0783, -1.9467], [3.2018, 1.3233, -1.5215], [0.3644, -2.8265, -0.5634], [0.8357, -3.7400, 0.5884], [0.7885, -2.8686, 0.4053], [-1.4709, -1.4933, -3.9214], [-1.9569, -1.2262, -2.6007], [-2.0203, -1.8865, -3.2312], [0.3343, 2.6082, 2.4887], [-0.4174, 2.0025, 3.6650], [-0.4419, 2.8376, 3.0719], [-0.9614, -0.7643, 4.5397], [-0.9560, -0.6189, 3.0912], [-0.9713, -0.0547, 3.9391], [2.4375, 0.1984, -2.3493], [2.5286, -1.3221, -1.7922], [2.4389, -0.8149, -2.5760], [-3.4416, -1.7017, 0.6515], [-2.7475, -2.4248, -0.3656], [-3.0473, -2.5642, 0.4983], [0.4302, -2.6785, -2.7529], [-0.9069, -3.3282, -2.3927], [0.0706, -3.2364, -2.0549], [-1.5843, 2.3291, 1.4123], [-2.3759, 2.4571, 2.7237], [-2.4050, 2.0158, 1.8315], [1.3341, -0.7680, -3.9261], [0.2353, 0.2212, -4.5204], [0.5110, -0.6822, -4.3578], [-4.3694, 0.0071, 1.3998], [-2.9986, 0.0434, 2.2150], [-3.6579, -0.5374, 1.6813]],
  "nbo_charge": [-0.659, -0.007, -0.422, -0.212, -0.179, -0.372, -0.281, 0.268, 0.211, 0.217, 0.197, 0.178, 0.210, 0.157, 0.195, 0.214, 0.250, 0.497, 0.500, -1.001, 0.496, 0.500, -1.027, 0.511, 0.490, -0.934, 0.514, 0.462, -1.004, 0.497, 0.466, -0.952, 0.453, 0.513, -0.963, 0.467, 0.514, -1.014, 0.510, 0.480, -1.013, 0.494, 0.450, -0.945, 0.497, 0.522, -0.969, 0.495, 0.496, -0.989, 0.506, 0.479, -1.002, 0.481, 0.540, -0.982],
  "de_lowest_kcal_mol": 124.8,
  "orbital_gap_ev": 8.50
}

{
  "formula": "C15H26IIrO3P2",
  "method": "wB97M-V/def2-TZVPD",
  "elements": ["C", "I", "H", "H", "H", "Ir", "P", "C", "C", "H", "H", "H", "H", "H", "H", "C", "H", "H", "H", "P", "C", "C", "H", "H", "H", "C", "H", "H", "H", "H", "H", "H", "C", "O", "O", "C", "O", "C", "C", "C", "C", "C", "C", "H", "H", "H", "H", "H"],
  "positions_angstrom": [[-3.2640, 0.5676, -0.8119], [0.6640, -0.7800, 2.0504], [-4.0015, 0.9445, -0.0791], [-3.7354, -0.2814, -1.3486], [-3.0876, 1.3745, -1.5527], [-1.5239, 0.0482, 0.1224], [-2.4062, -1.9828, 0.8109], [-1.9484, -3.3850, -0.2914], [-1.8840, -2.5825, 2.4819], [-2.5583, -3.3666, 2.8491], [-4.5393, -3.0399, 1.3772], [-1.8833, -1.7247, 3.1643], [-4.5940, -1.2653, 1.5823], [-0.8510, -3.4478, -0.3255], [-0.8551, -2.9655, 2.3996], [-4.2394, -2.0778, 0.9355], [-2.3778, -4.3234, 0.0933], [-4.6911, -1.9735, -0.0580], [-2.3292, -3.1879, -1.3028], [-0.6240, 2.2457, -0.1333], [0.5012, 2.5392, -1.5899], [-1.8100, 3.5853, -0.3172], [-0.0708, 2.4799, 2.2167], [0.5400, 3.8697, 1.2624], [1.3907, 2.2905, 1.2421], [0.4113, 2.7782, 1.2816], [-2.5554, 3.5504, 0.4737], [-1.3199, 4.5590, -0.2626], [0.8122, 3.5889, -1.6896], [-0.0700, 2.2123, -2.4685], [-2.3349, 3.5266, -1.2680], [1.3919, 1.9013, -1.5382], [-0.8567, -0.6085, -1.5479], [-0.7533, -0.9986, -2.6291], [1.5095, -1.8498, -1.2906], [1.7531, -0.6765, -1.0300], [0.8244, 0.2358, -0.7934], [3.1642, -0.2260, -0.7210], [3.6172, 0.9506, -0.0822], [4.9217, 0.9679, 0.4474], [5.7602, -0.1554, 0.2574], [5.3187, -1.2608, -0.4831], [4.0389, -1.2648, -1.0129], [2.9639, 1.8017, 0.0716], [5.2860, 1.8248, 1.0187], [6.7658, -0.1638, 0.6720], [5.9275, -2.1490, -0.6507], [3.6019, -2.1055, -1.5323]],
  "nbo_charge": [-0.839, 0.278, 0.270, 0.261, 0.274, 0.574, 1.133, -0.949, -0.945, 0.300, 0.295, 0.260, 0.273, 0.269, 0.251, -0.936, 0.299, 0.269, 0.270, 1.208, -0.916, -0.977, 0.272, 0.292, 0.235, -0.957, 0.279, 0.299, 0.289, 0.260, 0.274, 0.257, 0.483, -0.381, -0.517, 0.743, -0.675, -0.027, -0.230, 0.031, -0.021, -0.229, 0.041, 0.244, 0.270, 0.277, 0.285, 0.284],
  "s2": 8.796,
  "multiplicity": 6,
  "orbital_gap_ev": [7.58, 5.45],
  "charge": 3
}

{
  "formula": "C34H35F5N13O2TeZr",
  "method": "wB97M-V/def2-TZVPD",
  "elements": ["Zr", "C", "C", "N", "C", "C", "C", "C", "N", "C", "C", "F", "C", "F", "C", "C", "F", "C", "F", "H", "H", "H", "H", "H", "H", "H", "H", "H", "H", "H", "H", "H", "H", "H", "N", "C", "N", "N", "N", "N", "C", "N", "N", "N", "N", "H", "O", "C", "N", "C", "O", "C", "C", "C", "C", "N", "C", "H", "H", "H", "H", "H", "H", "H", "H", "Te", "C", "C", "C", "C", "C", "C", "H", "H", "H", "H", "H", "F", "C", "C", "C", "C", "C", "C", "C", "H", "H", "H", "H", "H", "H"],
  "positions_angstrom": [[-0.0686, 0.8211, -0.9743], [0.9541, -4.5997, 1.9529], [1.1230, -3.5822, 0.7900], [1.6287, -2.2260, 1.2561], [2.9831, -2.2785, 1.7776], [4.0029, -2.6392, 0.7113], [0.7019, -1.5329, 2.1155], [0.8704, 0.0417, 2.1236], [1.1069, 0.7139, 0.8572], [2.0048, 1.8016, 0.9208], [2.7231, 2.1745, -0.2297], [2.4585, 1.3907, -1.3411], [3.6680, 3.1922, -0.2146], [4.4029, 3.4244, -1.3147], [3.8286, 4.0225, 0.8928], [3.0030, 3.7387, 1.9812], [2.9739, 4.6743, 2.9865], [2.1199, 2.6988, 2.0078], [1.2286, 2.6249, 3.0215], [0.3914, -5.4756, 1.5920], [1.9539, -4.9730, 2.2782], [0.4818, -4.1757, 2.8167], [1.8482, -3.9401, 0.0355], [0.2332, -3.3907, 0.2254], [3.1728, -1.2624, 2.1244], [3.0701, -2.9368, 2.6682], [3.6124, -2.2242, -0.2391], [4.9708, -2.1800, 0.9471], [4.0778, -3.7170, 0.5730], [-0.3472, -1.8061, 1.9370], [0.8248, -1.8218, 3.1698], [-0.0577, 0.3266, 2.6286], [1.7010, 0.2759, 2.7997], [4.4954, 4.8824, 0.8148], [-0.5134, 3.4980, -3.4760], [-0.9433, 3.7789, -2.2116], [-1.6600, 4.8909, -1.9536], [-1.8778, 4.8541, -0.6404], [-1.3813, 3.7744, -0.1634], [-0.7973, 2.9935, -1.1191], [0.2051, 2.4094, -3.8703], [0.7440, 2.1997, -5.0694], [1.3885, 1.0074, -4.9114], [1.1825, 0.5729, -3.6834], [0.4533, 1.4547, -3.0073], [-0.7547, 4.1636, -4.1853], [3.7451, -3.6608, -4.9994], [3.6719, -4.3511, -3.7625], [2.5596, -3.6466, -3.0562], [1.3734, -4.2737, -2.8808], [1.1828, -5.4926, -2.9033], [0.2985, -3.3047, -2.4364], [-1.0898, -3.7187, -2.5408], [-2.0312, -2.6974, -2.5483], [-1.6841, -1.3660, -2.4677], [-0.3963, -1.0445, -2.2007], [0.5732, -1.9577, -2.2657], [4.4397, -3.9849, -5.6032], [4.5685, -4.3176, -3.1730], [3.3957, -5.4109, -3.9085], [2.4319, -2.7746, -3.5221], [-1.3188, -4.7685, -2.3175], [-3.0425, -3.0044, -2.7329], [-2.4254, -0.5374, -2.5443], [1.5947, -1.5709, -2.3304], [-2.4008, 0.1646, 0.7054], [-3.7088, -1.5954, 0.9100], [-3.3882, -2.8332, 0.3259], [-4.3713, -3.8533, 0.3952], [-5.6539, -3.6400, 0.9184], [-5.9621, -2.3686, 1.4359], [-4.9931, -1.3653, 1.4707], [-2.3544, -3.1124, -0.0147], [-4.1166, -4.8654, 0.0781], [-6.3505, -4.4661, 1.0307], [-6.9809, -2.1684, 1.8067], [-5.1870, -0.3584, 1.8953], [-3.4601, 7.8279, 4.4018], [-2.9385, 6.7939, 3.6630], [-1.5676, 6.5384, 3.6831], [-1.0234, 5.4573, 2.9716], [-1.8209, 4.6895, 2.1025], [-1.3080, 3.5058, 1.3174], [-3.1539, 5.0229, 2.1097], [-3.7568, 6.0067, 2.8700], [-0.8703, 7.1032, 4.2802], [0.0576, 5.3440, 3.0757], [-1.8474, 2.5036, 1.4079], [-0.2364, 3.3464, 1.5157], [-3.8124, 4.4860, 1.4758], [-4.8297, 6.0795, 2.9609]],
  "mulliken_charge": [0.392, -1.469, 0.534, 1.007, -0.523, -1.248, -1.447, -1.408, 0.813, 1.158, -0.548, -0.095, 0.138, -0.311, -0.745, 0.343, -0.346, 0.210, -0.430, 0.466, 0.307, 0.312, 0.049, -0.591, 0.358, 0.379, 0.143, 0.455, 0.268, 0.413, 0.178, 0.237, 0.693, 0.462, -0.069, 0.137, -0.893, -0.423, 0.638, 0.107, 0.229, -0.632, -0.728, -0.217, 0.419, 0.232, -0.561, -0.517, 0.010, -0.254, -0.732, 0.959, -0.625, -0.950, -0.540, 0.647, 0.091, 0.322, 0.334, 0.322, 0.243, 0.399, 0.485, 0.437, 0.201, 0.361, -0.070, 0.203, -0.560, -0.646, -0.381, -0.671, 0.404, 0.354, 0.343, 0.315, 0.257, -0.329, 0.545, -0.840, 0.028, -0.805, 1.941, 0.048, -0.894, 0.426, 0.355, -0.628, -0.827, 0.461, 0.389],
  "de_lowest_kcal_mol": 64.6,
  "orbital_gap_ev": [4.19, 4.26],
  "charge": -1
}